No. 1
{
  "formula": "C20H44NOP3STm",
  "method": "ωB97M-V/def2-TZVPD",
  "species": ["Tm", "P", "P", "P", "H", "C", "C", "H", "C", "C", "C", "C", "C", "C", "C", "C", "C", "H", "H", "H", "H", "H", "H", "H", "H", "H", "H", "H", "H", "H", "H", "H", "H", "H", "H", "H", "H", "H", "H", "H", "H", "H", "H", "H", "H", "H", "C", "C", "C", "C", "C", "C", "S", "H", "H", "H", "H", "H", "H", "C", "N", "C", "C", "O", "H", "H", "H", "H", "H", "H", "H"],
  "coordinates": [[0.819, 0.037, -0.915], [-1.672, 1.499, 0.178], [-0.293, -2.281, -2.069], [-0.164, 1.356, -3.214], [3.696, 1.529, 3.731], [3.288, 2.130, 2.911], [2.140, 2.813, 3.047], [1.577, 2.793, 3.980], [-1.374, 1.517, 1.948], [-3.254, 0.675, -0.119], [-1.919, 3.221, -0.286], [0.843, -3.351, -3.043], [-0.840, -3.536, -0.850], [-1.750, -2.374, -3.190], [0.204, 3.155, -3.318], [-1.922, 1.286, -3.715], [0.726, 0.613, -4.625], [3.886, 2.141, 1.992], [1.750, 3.473, 2.268], [-0.320, 1.694, 2.200], [-1.695, 0.583, 2.421], [-1.957, 2.331, 2.405], [-3.160, -0.364, 0.216], [-3.456, 0.672, -1.196], [-4.050, 1.197, 0.422], [-0.989, 3.792, -0.180], [-2.664, 3.663, 0.392], [-2.281, 3.328, -1.314], [0.303, -4.247, -3.388], [1.690, -3.657, -2.415], [1.229, -2.801, -3.912], [-1.238, -4.410, -1.384], [-1.626, -3.124, -0.208], [-0.002, -3.853, -0.220], [-1.938, -3.430, -3.437], [-1.571, -1.820, -4.119], [-2.642, -1.967, -2.699], [0.655, 3.374, -4.299], [0.922, 3.414, -2.524], [-0.714, 3.746, -3.172], [-2.037, 1.499, -4.786], [-2.503, 2.022, -3.146], [-2.334, 0.288, -3.518], [1.000, 1.395, -5.343], [0.109, -0.142, -5.127], [1.640, 0.137, -4.243], [4.134, 0.955, -1.982], [4.491, 0.549, -3.285], [5.278, 1.374, -4.084], [5.692, 2.632, -3.617], [5.207, 3.099, -2.384], [4.420, 2.277, -1.578], [3.399, -0.173, -0.906], [-1.107, 0.622, -1.002], [4.211, -0.446, -3.623], [5.610, 1.057, -5.076], [6.361, 3.253, -4.224], [5.490, 4.107, -2.075], [4.070, 2.607, -0.605], [2.129, -1.154, 3.300], [0.804, -1.719, 3.004], [0.100, -2.418, 4.066], [0.165, -1.528, 1.877], [0.672, -0.859, 0.902], [2.566, -1.791, 4.080], [2.038, -0.124, 3.678], [2.732, -1.165, 2.383], [-0.659, -1.783, 4.536], [-0.409, -3.301, 3.672], [0.844, -2.696, 4.802], [-0.852, -1.941, 1.782]],
  "atomic_forces_ev_per_a": [[4.0, -0.5, -1.1], [-2.8, -0.1, -0.9], [-0.4, -1.9, -0.9], [-0.6, 0.6, -1.0], [-0.2, 0.3, -0.3], [-0.5, 0.2, -0.1], [0.5, -0.4, -0.1], [0.2, 0.0, -0.1], [0.9, -0.6, 0.7], [0.1, 0.0, 0.2], [0.7, 0.4, -0.5], [0.5, 0.4, 0.0], [0.0, 0.2, 0.5], [-0.2, 0.5, 0.0], [0.3, 0.0, 0.4], [-0.2, -0.2, 0.1], [0.3, -0.3, 0.2], [-0.3, 0.1, 0.4], [0.2, -0.2, 0.1], [-0.1, 0.0, 0.0], [0.1, 0.1, -0.2], [0.0, -0.1, -0.5], [-0.2, 0.1, 0.0], [-0.1, 0.1, 0.2], [0.0, -0.2, -0.1], [-0.2, 0.0, 0.0], [0.1, -0.3, 0.0], [0.1, -0.1, 0.2], [0.1, 0.4, 0.2], [-0.1, 0.1, -0.2], [0.0, -0.2, 0.2], [0.1, 0.3, 0.2], [0.0, -0.2, -0.1], [-0.1, 0.0, -0.1], [0.1, 0.4, 0.1], [-0.1, -0.2, 0.2], [0.1, -0.1, -0.2], [-0.2, 0.1, 0.4], [-0.1, 0.1, -0.4], [0.4, -0.2, -0.2], [0.1, 0.0, 0.3], [0.1, -0.1, -0.2], [0.0, 0.2, -0.1], [-0.1, -0.2, 0.1], [0.1, 0.2, 0.1], [-0.1, 0.1, -0.3], [0.3, 1.5, -1.7], [0.2, 0.2, 0.4], [0.3, 0.4, 0.0], [-0.5, -0.2, 0.2], [0.3, 0.0, -0.5], [0.2, -0.5, -0.2], [-1.9, -0.8, 1.0], [-0.5, 1.8, 1.6], [0.1, 0.1, 0.0], [-0.2, -0.1, 0.4], [-0.4, -0.3, 0.3], [-0.2, -0.4, 0.1], [0.2, 0.1, 0.0], [0.3, -0.1, -0.1], [-1.1, 0.5, -1.3], [-0.5, -0.4, 0.5], [1.0, 0.1, 0.9], [-0.9, -0.5, 1.1], [0.1, 0.3, -0.4], [-0.1, -0.4, -0.2], [-0.1, 0.1, 0.4], [0.3, 0.1, 0.0], [0.2, 0.0, 0.1], [-0.2, -0.2, 0.2], [0.5, 0.0, 0.1]],
  "lowdin_spin": [2.02, 0.00, 0.00, 0.00, 0.00, 0.00, 0.00, 0.00, 0.00, 0.00, 0.00, 0.00, 0.00, 0.00, 0.00, 0.00, 0.00, 0.00, 0.00, 0.00, 0.00, 0.00, 0.00, 0.00, 0.00, 0.00, 0.00, 0.00, 0.00, 0.00, 0.00, 0.00, 0.00, 0.00, 0.00, 0.00, 0.00, 0.00, 0.00, 0.00, 0.00, 0.00, 0.00, 0.00, 0.00, 0.00, 0.00, 0.00, 0.00, 0.00, 0.00, 0.00, -0.01, 0.00, 0.00, 0.00, 0.00, 0.00, 0.00, 0.00, 0.00, 0.00, 0.00, 0.00, 0.00, 0.00, 0.00, 0.00, 0.00, 0.00, 0.00],
  "orbital_gap_ev": [4.18, 4.26],
  "molar_mass_g_mol": 608.501,
  "s2": 2.0042,
  "energy_ev": -93197.054,
  "relative_energy_kcal_mol": 22.88,
  "multiplicity": 3,
  "charge": 3,
  "homo_energy_ev": [-15.21, -15.24]
}

---

No. 2
{
  "formula": "C20H44O12S4",
  "method": "ωB97M-V/def2-TZVPD",
  "species": ["O", "S", "O", "C", "C", "C", "C", "H", "H", "H", "H", "H", "H", "H", "H", "O", "S", "O", "C", "C", "C", "C", "H", "H", "H", "H", "H", "H", "H", "H", "O", "S", "O", "C", "C", "C", "C", "H", "H", "H", "H", "H", "H", "H", "H", "O", "S", "O", "C", "C", "C", "C", "H", "H", "H", "H", "H", "H", "H", "H", "O", "C", "C", "O", "H", "H", "H", "H", "H", "H", "O", "C", "C", "O", "H", "H", "H", "H", "H", "H"],
  "coordinates": [[0.926, 1.063, 0.242], [1.869, 1.906, 0.953], [3.117, 1.302, 1.384], [2.026, 3.584, 0.209], [1.070, 4.433, 1.059], [1.126, 4.106, 2.529], [0.991, 2.561, 2.502], [1.639, 3.440, -0.800], [3.068, 3.904, 0.246], [1.279, 5.492, 0.908], [0.042, 4.402, 0.699], [0.342, 4.494, 3.179], [2.166, 4.326, 2.769], [-0.045, 2.250, 2.372], [1.298, 2.063, 3.422], [3.112, 1.296, -2.110], [4.318, 0.545, -2.299], [4.853, 0.039, -3.601], [5.762, 1.557, -1.756], [6.073, 1.100, -0.245], [5.812, -0.459, -0.114], [4.504, -0.810, -0.898], [5.545, 2.561, -2.120], [6.654, 1.346, -2.345], [7.066, 1.508, -0.054], [5.404, 1.611, 0.447], [5.915, -0.746, 0.933], [6.677, -0.998, -0.501], [3.631, -0.671, -0.261], [4.330, -1.823, -1.260], [-4.433, 0.960, 2.230], [-3.381, 1.388, 1.292], [-2.183, 0.566, 1.339], [-3.971, 1.416, -0.470], [-3.617, 2.792, -1.022], [-2.639, 3.440, -0.101], [-3.038, 3.152, 1.385], [-5.055, 1.307, -0.519], [-3.510, 0.559, -0.961], [-2.927, 2.439, -1.788], [-4.325, 3.457, -1.517], [-2.592, 4.513, -0.288], [-1.636, 3.016, -0.058], [-4.011, 3.586, 1.615], [-2.265, 3.158, 2.153], [-5.501, -3.278, 1.454], [-4.154, -3.651, 1.153], [-3.202, -3.838, 2.206], [-4.102, -5.192, 0.138], [-3.946, -4.659, -1.307], [-3.043, -3.415, -1.224], [-3.549, -2.512, -0.085], [-4.854, -5.912, 0.463], [-3.216, -5.709, 0.507], [-3.639, -5.425, -2.019], [-4.927, -4.275, -1.589], [-2.952, -2.924, -2.193], [-2.021, -3.713, -0.994], [-4.522, -2.106, -0.361], [-2.939, -1.691, 0.293], [-0.580, -2.732, 2.896], [0.142, -1.634, 2.321], [1.294, -2.071, 1.415], [0.767, -2.848, 0.379], [-1.504, -2.659, 2.646], [-0.565, -1.123, 1.668], [0.490, -0.870, 3.017], [1.911, -2.736, 2.019], [1.917, -1.216, 1.149], [0.382, -3.640, 0.760], [1.515, -1.951, -2.008], [0.438, -1.746, -2.859], [-0.361, -0.464, -2.566], [-0.923, -0.446, -1.301], [1.285, -2.168, -1.102], [0.762, -1.738, -3.900], [-0.177, -2.644, -2.917], [-1.135, -0.510, -3.332], [0.241, 0.405, -2.830], [-0.321, -0.039, -0.674]],
  "atomic_forces_ev_per_a": [[0.5, 0.8, 0.0], [-0.8, 0.1, 2.4], [-0.1, 0.5, -0.6], [-0.8, -1.0, 0.3], [-0.8, 1.8, -0.8], [1.0, -2.5, -0.9], [-0.1, -0.2, -0.2], [0.4, 0.2, -0.1], [-0.1, -0.1, -0.1], [0.4, 0.1, -0.1], [-0.1, -0.6, -0.2], [0.4, 0.5, -0.2], [-0.2, 0.3, 1.0], [-0.1, 0.1, -0.3], [0.6, -0.1, -0.3], [-0.7, 0.1, -0.3], [4.6, -2.0, -0.5], [-2.3, 0.5, 1.9], [-0.1, -1.2, 1.1], [-1.2, 0.9, -1.4], [0.9, 0.9, -1.2], [-0.4, 1.2, 0.4], [-0.4, 0.4, 1.1], [-0.3, -0.8, -0.2], [0.2, -0.8, 0.3], [-0.1, 0.0, -0.1], [-1.1, 0.1, 0.2], [0.0, 0.0, -0.7], [0.0, 0.6, 0.0], [0.7, 0.2, -0.6], [1.1, 1.2, -1.3], [-2.2, -2.1, 0.4], [0.1, 1.0, -0.2], [-1.5, 0.2, 1.0], [2.4, -1.8, -1.6], [0.6, 1.2, 2.9], [-0.6, -0.9, -1.0], [0.0, -0.4, 0.5], [0.2, 0.3, 0.0], [-0.2, 0.7, -1.0], [-0.4, -0.4, 0.7], [0.3, 0.0, 0.1], [0.2, -0.1, -1.2], [0.2, 0.2, 0.6], [-0.1, 0.8, 0.0], [-0.7, 0.0, 0.2], [0.3, -1.0, -0.6], [0.6, 0.2, 0.8], [1.0, 0.5, 0.4], [-0.9, 0.2, 1.0], [1.0, -0.3, 0.1], [-1.1, -0.5, -0.9], [-0.8, 0.6, -0.6], [0.5, 0.4, -0.3], [0.1, 0.2, 0.1], [-0.2, -0.3, -0.4], [-0.3, 0.3, 0.1], [0.2, -0.1, 0.1], [0.1, 0.4, -0.3], [0.4, -0.4, 0.1], [1.3, 0.3, 0.0], [-0.8, 0.5, -1.2], [-0.6, -0.9, 2.6], [0.2, 0.1, -1.2], [-0.2, -0.1, 0.0], [0.1, 0.3, -0.1], [0.0, -0.3, 0.6], [0.5, 0.0, 0.2], [-0.4, -0.1, -0.8], [-0.1, 0.0, 0.2], [1.5, 0.5, -0.7], [-0.4, 0.0, 0.0], [0.6, -1.3, -1.6], [-0.8, 0.1, 0.4], [-0.8, -0.3, 0.1], [0.7, 0.6, -0.1], [-0.7, -0.1, 0.7], [-0.6, 0.3, 0.1], [0.2, 0.2, 0.4], [0.2, 0.1, 0.1]],
  "lowdin_charge": [-0.32, 0.72, -0.33, -0.18, -0.25, -0.19, -0.19, 0.10, 0.11, 0.12, 0.10, 0.12, 0.12, 0.07, 0.10, -0.34, 0.74, -0.38, -0.21, -0.18, -0.19, -0.15, 0.09, 0.09, 0.10, 0.07, 0.11, 0.10, 0.05, 0.09, -0.34, 0.70, -0.33, -0.19, -0.22, -0.23, -0.20, 0.10, 0.09, 0.11, 0.13, 0.12, 0.10, 0.11, 0.09, -0.31, 0.67, -0.32, -0.20, -0.20, -0.21, -0.21, 0.10, 0.09, 0.11, 0.11, 0.11, 0.11, 0.10, 0.08, -0.05, -0.22, -0.22, -0.07, 0.04, 0.09, 0.12, 0.12, 0.09, 0.11, -0.06, -0.25, -0.25, -0.06, 0.02, 0.12, 0.10, 0.11, 0.12, 0.03],
  "orbital_gap_ev": 9.26,
  "molar_mass_g_mol": 604.828,
  "energy_ev": -89359.781,
  "relative_energy_kcal_mol": 0.00,
  "charge": 0,
  "homo_energy_ev": -9.11
}

---

No. 3
{
  "formula": "C20H45AsN2O4S",
  "method": "ωB97M-V/def2-TZVPD",
  "species": ["C", "C", "C", "C", "C", "C", "C", "As", "C", "C", "C", "O", "C", "S", "O", "O", "O", "C", "N", "H", "H", "H", "H", "H", "H", "H", "H", "H", "H", "H", "H", "H", "H", "H", "H", "H", "H", "H", "H", "H", "H", "H", "H", "H", "H", "H", "C", "C", "C", "N", "C", "C", "C", "C", "C", "H", "H", "H", "H", "H", "H", "H", "H", "H", "H", "H", "H", "H", "H", "H", "H", "H", "H"],
  "coordinates": [[2.360, 2.371, 0.522], [1.425, 1.263, -0.028], [-0.031, 1.732, -0.061], [-0.336, 2.713, -1.199], [-0.866, 4.089, -0.792], [-1.917, 4.134, 0.313], [-3.379, 3.968, -0.141], [-4.035, 2.072, -0.438], [-4.634, 0.188, -0.942], [-3.480, -0.659, -1.460], [-3.370, -0.673, -2.976], [-3.504, -2.007, -0.988], [-5.496, 2.256, 1.013], [-5.037, 3.011, 2.537], [-5.814, 4.204, 2.732], [-5.128, 2.060, 3.607], [-2.723, 1.334, 0.852], [-3.076, 0.340, 1.531], [-3.442, -0.640, 2.089], [2.860, 2.853, -0.309], [1.823, 3.128, 1.068], [3.075, 1.920, 1.200], [1.421, 0.466, 0.713], [1.724, 0.898, -1.004], [-0.250, 2.111, 0.924], [-0.614, 0.841, -0.242], [-0.970, 2.216, -1.913], [0.601, 2.876, -1.735], [-1.234, 4.575, -1.685], [-0.017, 4.684, -0.465], [-1.861, 5.156, 0.690], [-1.665, 3.524, 1.169], [-4.059, 4.574, 0.452], [-3.423, 4.403, -1.131], [-2.942, 1.940, -1.553], [-5.069, 2.642, -1.477], [-5.196, -0.314, -0.160], [-5.323, 0.303, -1.767], [-2.558, -0.219, -1.076], [-3.544, -1.691, -3.306], [-2.367, -0.435, -3.303], [-4.075, -0.021, -3.469], [-3.980, -2.003, -0.157], [-6.283, 2.860, 0.595], [-5.941, 1.306, 1.264], [-3.735, 3.374, 2.414], [3.038, -5.639, 1.205], [4.127, -5.374, 0.165], [4.787, -4.006, 0.203], [3.911, -2.825, -0.149], [2.894, -3.158, -1.188], [3.240, -2.264, 1.094], [4.221, -1.254, 1.646], [4.737, -0.572, 0.387], [4.785, -1.668, -0.672], [2.186, -4.965, 1.112], [2.656, -6.652, 1.088], [3.433, -5.553, 2.219], [3.745, -5.584, -0.835], [4.927, -6.100, 0.324], [5.598, -4.009, -0.523], [5.218, -3.802, 1.182], [2.183, -3.872, -0.784], [3.404, -3.567, -2.057], [2.371, -2.243, -1.454], [2.318, -1.780, 0.777], [3.013, -3.073, 1.780], [5.035, -1.748, 2.182], [3.747, -0.559, 2.335], [5.708, -0.104, 0.537], [4.042, 0.208, 0.076], [5.791, -2.038, -0.839], [4.376, -1.335, -1.621]],
  "atomic_forces_ev_per_a": [[-0.1, -0.8, -0.9], [-0.4, 1.0, 1.2], [0.6, -0.5, -0.9], [0.7, 0.1, 0.3], [0.1, -0.7, 0.2], [-0.6, 1.1, -0.1], [0.9, -0.6, 0.1], [-2.1, 1.3, -2.7], [0.2, -0.4, -0.1], [0.3, 0.4, 0.6], [0.2, -0.6, 0.0], [-0.2, -0.3, -0.4], [0.6, -0.1, 0.5], [-1.2, -0.5, 0.5], [0.1, 1.0, -0.4], [0.6, -0.6, 0.2], [0.5, -0.1, 1.2], [-0.9, -2.4, 1.0], [0.9, 2.0, -1.1], [0.4, 0.3, 0.0], [-0.3, 0.2, 0.2], [0.5, 0.2, 0.1], [0.2, -0.5, -0.1], [0.3, -0.2, -0.2], [-0.3, 0.1, 0.2], [-0.5, -0.2, 0.3], [-0.5, 0.0, -0.2], [0.2, 0.2, -0.2], [-0.3, 0.3, -0.2], [0.2, 0.1, 0.1], [0.1, 0.2, 0.2], [0.1, -0.4, 0.1], [-0.2, -0.1, 0.4], [-0.2, -0.1, -0.5], [0.2, -0.2, 0.1], [0.2, 0.0, 0.1], [0.2, -0.1, 0.3], [-0.4, 0.5, -0.1], [0.2, 0.1, 0.1], [-0.3, -0.2, -0.2], [0.3, 0.3, -0.1], [-0.1, 0.3, -0.1], [0.1, 0.0, 0.4], [-0.1, 0.5, -0.2], [0.1, -0.4, 0.3], [-0.1, -0.1, -0.2], [0.1, 0.0, 0.0], [-0.3, -0.1, 0.2], [0.1, -0.3, -0.2], [0.0, 0.5, -0.1], [0.0, -0.1, 0.1], [0.0, 0.0, 0.2], [0.1, -0.1, 0.0], [-0.1, 0.3, 0.0], [0.1, 0.1, 0.2], [0.0, 0.0, 0.0], [0.0, 0.0, 0.0], [0.0, 0.0, 0.0], [0.0, 0.0, 0.0], [0.1, 0.1, 0.0], [0.0, 0.0, 0.0], [0.0, 0.1, 0.0], [0.0, 0.0, -0.1], [0.0, 0.0, 0.0], [0.0, 0.0, 0.0], [0.0, 0.0, 0.0], [-0.1, -0.1, -0.1], [0.0, 0.0, 0.0], [-0.1, 0.0, 0.0], [0.0, 0.0, -0.1], [0.0, 0.0, 0.0], [0.0, -0.1, 0.0], [0.0, -0.1, 0.0]],
  "lowdin_charge": [-0.09, -0.27, -0.22, -0.20, -0.20, -0.27, -0.33, 0.94, -0.28, -0.52, -0.05, -0.07, -0.39, 0.58, -0.38, -0.37, -0.24, -0.53, 0.12, 0.07, 0.07, 0.04, 0.08, 0.10, 0.10, 0.09, 0.07, 0.10, 0.10, 0.10, 0.10, 0.07, 0.05, 0.05, 0.01, 0.00, 0.06, 0.06, 0.08, 0.07, 0.06, 0.07, 0.05, 0.04, 0.04, 0.06, -0.09, -0.22, -0.12, -0.24, 0.02, -0.09, -0.14, -0.13, -0.07, 0.06, 0.08, 0.09, 0.11, 0.12, 0.13, 0.14, 0.10, 0.12, 0.11, 0.13, 0.12, 0.12, 0.13, 0.13, 0.09, 0.12, 0.13],
  "orbital_gap_ev": 5.67,
  "molar_mass_g_mol": 484.579,
  "energy_ev": -104306.755,
  "charge": 0,
  "homo_energy_ev": -6.56
}

---

| no. | largest force on an atom (eV Å⁻¹) |
| --- | --- |
| 1 | 4.2 |
| 2 | 5.1 |
| 3 | 3.6 |